1.
{"formula": "C19H47N6O3PSSi", "method": "ωB97M-V/def2-TZVPD", "multiplicity": 1, "charge": 0, "lumo_ha": 0.0188, "molar_mass_g_mol": 498.8, "max_force_ev_per_a": 0.74, "smiles": "CC(=O)N(C)CCCC[Si@@](CC(C)C)(CC(N)(N)N)[PH2]=S.CNC(C)=O.CNC(C)=O", "species": ["S", "P", "Si", "O", "O", "O", "N", "N", "N", "N", "N", "N", "C", "C", "C", "C", "C", "C", "C", "C", "C", "C", "C", "C", "C", "C", "C", "C", "C", "C", "C", "H", "H", "H", "H", "H", "H", "H", "H", "H", "H", "H", "H", "H", "H", "H", "H", "H", "H", "H", "H", "H", "H", "H", "H", "H", "H", "H", "H", "H", "H", "H", "H", "H", "H", "H", "H", "H", "H", "H", "H", "H", "H", "H", "H", "H", "H", "H"], "xyz": [[-3.491375, -0.399993, -3.902310], [-2.912501, -2.049052, -2.981963], [-0.680199, -2.216447, -2.518961], [5.093981, 5.793608, 0.971162], [-3.070236, -1.383947, 4.006080], [-1.386353, 2.556598, 1.091917], [2.913441, 5.505880, 0.526067], [-1.770277, -1.352740, 1.185263], [-1.869577, -3.420105, -0.052152], [-1.852447, -1.382365, 5.889307], [-0.198939, 1.832031, -0.701294], [0.030186, -2.857752, 1.328269], [-0.998158, -2.327316, 0.420335], [1.486720, 5.700991, 0.695640], [-0.258079, -4.044607, -2.783639], [-0.911186, -0.857928, 6.856332], [1.288794, -6.032061, -2.463536], [-2.403812, 2.895418, -1.037443], [3.565236, 7.013720, 2.347852], [0.231617, 2.328555, -2.023669], [2.228944, -3.703442, -2.377381], [-2.267076, -0.813623, 4.728130], [-0.385856, -1.568247, -0.783175], [-0.062564, 1.362084, -3.170483], [3.934769, 6.060818, 1.232824], [1.002013, -4.569432, -2.080657], [-1.309209, 2.429544, -0.113461], [-1.695735, 0.536283, 4.362151], [0.876993, 1.578683, 0.249994], [0.871391, 0.141879, -3.184325], [0.233518, -1.144706, -3.765076], [-0.145488, -4.207087, -3.865012], [-0.546987, 0.109977, 6.528659], [-3.207323, -3.215411, -3.712428], [1.747827, -6.585846, -1.641100], [-2.122104, 0.832944, 3.408767], [-3.617469, -2.282215, -1.797804], [0.370102, -6.558751, -2.744021], [2.159451, -2.697775, -1.950781], [0.480031, 1.090279, 1.141187], [-2.269633, -2.281532, 6.070346], [0.006569, 1.896414, -4.123681], [0.075943, -3.866035, 1.296315], [-3.341573, 2.838459, -0.480398], [0.697220, -1.453749, -0.654264], [-1.123735, -4.631589, -2.456886], [-2.033986, -1.775119, 2.073353], [-0.467158, -0.874009, -4.566194], [1.313654, 2.493851, -1.944442], [-2.473260, 2.300206, -1.943838], [1.226273, -0.035402, -2.164195], [-1.380451, -0.731578, 7.833420], [-2.230764, 3.942030, -1.310666], [1.039619, 6.107185, -0.213569], [1.765684, 0.377376, -3.774623], [-0.213580, 3.306266, -2.227344], [1.296009, 6.395239, 1.506882], [0.991159, 4.758510, 0.936796], [-2.651356, -3.531616, 0.583023], [2.953834, 6.517436, 3.102179], [1.005238, -1.769400, -4.229920], [3.133666, -4.172299, -1.973958], [-1.939434, 1.284151, 5.117728], [-1.387672, -4.308852, -0.120346], [-0.784393, -0.545830, -0.766282], [-2.639097, -1.139436, 0.698996], [0.951596, -2.499723, 1.119863], [4.485686, 7.361771, 2.805194], [-0.053263, -1.522783, 6.969335], [1.618358, 0.912505, -0.203420], [-1.094842, 1.014365, -3.076531], [-0.610837, 0.485816, 4.262777], [2.368607, -3.602549, -3.459268], [0.837828, -4.535037, -0.993361], [1.384113, 2.505137, 0.550877], [3.008124, 7.869579, 1.965408], [3.223505, 4.880721, -0.200878], [1.960281, -6.068918, -3.327696]], "atomic_forces_ev_per_a": [[0.112, -0.063, 0.062], [-0.072, 0.559, -0.311], [0.133, -0.392, 0.204], [0.011, -0.005, -0.003], [-0.087, -0.196, -0.010], [-0.174, 0.025, 0.148], [-0.085, -0.024, -0.035], [-0.121, -0.493, -0.022], [-0.228, 0.065, 0.028], [-0.014, -0.040, 0.064], [-0.007, 0.694, 0.243], [-0.033, -0.046, -0.124], [0.184, 0.177, 0.096], [0.099, -0.107, -0.052], [-0.045, 0.118, 0.043], [-0.049, -0.037, -0.043], [-0.181, 0.024, -0.110], [-0.197, 0.053, 0.136], [0.040, -0.004, -0.005], [0.196, -0.171, -0.071], [0.153, -0.129, 0.014], [0.150, 0.202, -0.036], [-0.038, -0.044, -0.060], [-0.037, -0.209, 0.161], [-0.029, 0.031, 0.048], [0.107, 0.001, 0.176], [0.307, -0.204, -0.214], [-0.067, -0.053, -0.047], [0.248, -0.384, 0.006], [0.155, -0.045, -0.173], [-0.028, 0.342, -0.039], [-0.082, 0.016, 0.045], [0.016, 0.017, 0.009], [-0.045, -0.167, 0.089], [0.101, 0.072, -0.099], [0.049, 0.025, -0.019], [-0.006, -0.182, 0.095], [0.100, 0.062, 0.106], [-0.052, -0.068, -0.049], [-0.016, 0.105, -0.146], [-0.006, -0.012, -0.004], [-0.047, -0.061, 0.056], [-0.027, 0.003, 0.008], [0.125, 0.047, -0.135], [-0.124, 0.027, 0.054], [0.064, -0.037, -0.138], [-0.012, 0.187, 0.067], [0.088, -0.007, 0.038], [-0.105, 0.038, -0.119], [-0.044, -0.018, -0.056], [0.002, -0.046, -0.112], [-0.008, 0.018, 0.000], [-0.042, -0.108, 0.025], [-0.020, 0.025, 0.014], [-0.083, 0.062, 0.124], [-0.013, -0.100, 0.036], [-0.007, 0.021, 0.010], [-0.059, 0.030, 0.023], [0.092, -0.081, 0.051], [-0.016, 0.008, 0.002], [-0.094, 0.041, 0.086], [-0.104, 0.093, -0.025], [0.018, 0.007, 0.012], [0.045, 0.027, -0.046], [0.135, -0.079, -0.056], [0.122, 0.178, -0.030], [-0.023, 0.092, 0.067], [0.011, -0.003, -0.003], [0.013, 0.005, -0.014], [-0.119, 0.140, -0.011], [-0.034, 0.067, -0.066], [0.005, 0.018, -0.002], [0.001, -0.013, 0.079], [-0.070, 0.045, -0.129], [-0.065, -0.078, 0.022], [-0.016, 0.001, 0.008], [0.013, -0.004, -0.010], [-0.065, -0.058, 0.068]], "mulliken_charge": [-0.387, 0.079, -0.753, -0.644, -0.710, -0.607, -0.133, -0.393, -0.411, -0.158, 1.155, -0.604, 0.133, -0.674, -1.107, -0.807, -1.620, -1.318, -1.230, -1.599, -1.456, 0.765, 0.173, 0.227, 0.779, 1.544, 0.558, -1.216, -1.050, -0.489, -0.820, 0.608, 0.312, 0.078, 0.401, 0.178, 0.045, 0.393, 0.196, 0.175, 0.240, 0.496, 0.306, 0.395, 0.358, 0.435, 0.255, 0.658, 0.481, 0.308, -0.121, 0.286, 0.270, 0.242, 0.625, 0.479, 0.339, 0.158, 0.302, 0.344, 0.427, 0.475, 0.471, 0.211, -0.455, 0.268, 0.240, 0.297, 0.276, 0.368, -0.433, 0.360, 0.331, -0.315, 0.144, 0.349, 0.172, 0.341]}

=====

2.
{"formula": "C19H47O5RhSi4", "method": "ωB97M-V/def2-TZVPD", "multiplicity": 1, "charge": 2, "lumo_ha": -0.2442, "molar_mass_g_mol": 570.8, "max_force_ev_per_a": 0.56, "species": ["Rh", "Si", "Si", "Si", "Si", "O", "O", "O", "O", "O", "C", "C", "C", "C", "C", "C", "C", "C", "C", "C", "C", "C", "C", "C", "C", "C", "C", "C", "C", "H", "H", "H", "H", "H", "H", "H", "H", "H", "H", "H", "H", "H", "H", "H", "H", "H", "H", "H", "H", "H", "H", "H", "H", "H", "H", "H", "H", "H", "H", "H", "H", "H", "H", "H", "H", "H", "H", "H", "H", "H", "H", "H", "H", "H", "H", "H"], "xyz": [[-0.968574, 0.284171, 0.526860], [3.023892, 1.222130, 0.049255], [1.411303, -1.174415, -2.652355], [0.992114, 0.102640, -0.629462], [-1.325853, 1.936675, -1.132883], [-1.474548, -3.051294, 1.548058], [0.065760, -0.976677, 2.535024], [-0.582039, 1.643011, 2.218072], [-2.935715, 0.462179, 1.492356], [-2.091770, -1.182450, -0.485437], [-1.942413, -3.523510, 0.306250], [4.120211, -0.098132, 0.806226], [-0.078731, -3.199470, 1.722425], [3.885009, 1.924701, -1.453903], [0.226159, 1.240739, 3.359858], [0.971233, -0.033462, 3.082591], [-2.586078, 1.369543, -2.394330], [-1.893072, 3.539624, -0.359599], [2.561648, -0.184381, -3.747668], [0.330078, -2.342069, 2.883435], [2.610693, 2.607700, 1.250734], [-1.678189, -2.531077, -0.811408], [-0.120854, -1.611896, -3.641656], [-2.841786, 0.990763, 2.817354], [2.285032, -2.706628, -2.018109], [-3.698337, -0.734214, 1.281179], [-3.507778, -1.035800, -0.186673], [0.278614, 2.341645, -2.038526], [-1.873189, 2.138966, 2.670763], [4.648611, 2.613696, -1.080768], [0.097352, 3.122044, -2.783919], [-0.877023, -0.825571, -3.643286], [-4.751232, -0.545825, 1.500388], [0.189187, -1.761931, -4.678445], [-1.200777, 3.945418, 0.378981], [4.400230, 1.151828, -2.021135], [2.526376, -0.665895, -4.729297], [-3.818785, 1.339932, 3.157145], [1.559632, 2.901323, 1.232676], [-2.468783, 0.331420, -2.704202], [-3.312524, -1.531989, 1.919420], [1.670119, -3.278663, -1.317997], [1.399659, -0.391352, 4.022413], [-3.865917, -0.201949, -0.786717], [-4.027932, -1.939758, -0.496166], [-2.897889, 3.490303, 0.061340], [-0.583203, -2.541106, -3.315472], [2.875534, 2.330309, 2.272332], [1.791773, 0.139558, 2.382979], [-0.244867, -2.593053, 3.777761], [3.203796, 3.488805, 0.998618], [-2.473533, 0.215139, 3.495539], [-2.228712, 2.816618, 1.903184], [-3.006702, -3.727799, 0.421356], [2.302696, 0.862883, -3.896380], [2.528963, -3.372589, -2.849150], [-1.737182, 2.700459, 3.593348], [-2.452869, 1.991457, -3.284698], [3.221202, -2.456582, -1.515309], [3.592392, -0.237312, -3.401271], [-1.938707, 4.259970, -1.183546], [-1.464677, -4.471387, 0.030633], [0.462228, -2.849149, 0.831010], [-0.619144, -2.455895, -1.043975], [5.005400, 0.368734, 1.245350], [0.679231, 1.495273, -2.610727], [3.642986, -0.686606, 1.591041], [-2.209484, -2.828002, -1.717651], [0.919121, 2.052173, 3.581793], [4.468951, -0.791528, 0.038292], [1.393209, -2.488637, 3.087455], [3.246035, 2.486992, -2.133026], [-0.436045, 1.100615, 4.213580], [-3.612050, 1.526453, -2.058651], [1.051053, 2.739196, -1.374973], [0.189480, -4.247030, 1.891696]], "atomic_forces_ev_per_a": [[-0.153, -0.265, 0.337], [0.043, -0.047, -0.021], [0.016, -0.116, 0.053], [-0.041, 0.449, -0.325], [0.011, 0.012, 0.003], [0.011, 0.015, 0.010], [-0.119, -0.005, 0.057], [0.086, -0.010, -0.085], [-0.107, 0.005, -0.072], [0.081, 0.053, -0.112], [0.065, -0.057, -0.031], [-0.050, -0.042, -0.001], [0.035, 0.063, -0.073], [0.043, 0.000, 0.068], [0.042, 0.019, -0.011], [0.045, 0.021, -0.076], [0.081, 0.027, -0.039], [-0.007, 0.001, -0.094], [0.015, -0.097, -0.004], [-0.019, -0.004, 0.003], [-0.028, -0.033, -0.007], [-0.054, 0.029, 0.033], [0.009, 0.059, 0.034], [0.070, -0.038, 0.016], [-0.059, -0.010, 0.048], [0.029, -0.038, 0.013], [0.064, 0.061, 0.023], [0.018, -0.072, 0.161], [-0.027, 0.034, -0.055], [0.003, 0.001, -0.004], [-0.092, -0.034, -0.029], [0.014, -0.011, -0.016], [-0.016, -0.012, -0.022], [0.015, 0.018, -0.001], [0.008, -0.004, -0.002], [-0.006, 0.018, -0.001], [0.022, 0.005, -0.003], [-0.001, 0.029, -0.014], [-0.006, 0.006, 0.007], [-0.018, 0.009, 0.028], [-0.014, -0.003, 0.003], [0.023, -0.022, -0.017], [-0.013, 0.028, 0.018], [0.011, -0.025, 0.002], [-0.045, -0.006, 0.055], [0.012, -0.026, 0.010], [-0.013, -0.003, 0.001], [-0.016, -0.001, 0.019], [0.028, -0.015, -0.027], [0.028, -0.050, 0.004], [0.006, -0.005, -0.009], [-0.011, 0.010, 0.018], [0.015, 0.005, 0.033], [-0.008, 0.040, 0.029], [-0.026, -0.006, 0.011], [-0.003, 0.024, -0.027], [-0.004, -0.042, 0.035], [-0.011, 0.003, 0.001], [-0.001, 0.000, 0.008], [-0.007, 0.003, 0.005], [0.009, 0.007, 0.009], [-0.048, -0.017, -0.011], [0.017, -0.041, 0.007], [-0.020, 0.030, 0.035], [-0.001, 0.031, -0.019], [0.100, 0.067, -0.057], [0.015, 0.002, 0.013], [0.019, -0.047, -0.006], [-0.012, 0.017, 0.022], [0.004, 0.003, -0.002], [0.008, 0.023, -0.015], [-0.013, 0.009, 0.006], [-0.019, -0.051, -0.020], [0.012, -0.005, 0.036], [-0.013, 0.031, -0.020], [-0.037, -0.007, 0.056]], "mulliken_charge": [-0.618, 1.176, 0.993, 0.521, 1.576, -0.309, -0.084, 0.019, -0.122, 0.503, -0.940, -1.298, 0.197, -1.313, -1.041, -0.072, -1.444, -1.484, -1.274, -1.089, -1.042, 0.401, -1.080, -0.609, -1.202, -0.716, -0.783, -1.423, -0.814, 0.465, 0.567, 0.179, 0.450, 0.517, 0.319, 0.307, 0.462, 0.495, 0.038, 0.329, 0.354, 0.320, 0.735, 0.350, 0.469, 0.328, 0.336, 0.373, -0.731, 0.223, 0.635, 0.351, 0.168, 0.404, 0.381, 0.483, 0.525, 0.498, 0.315, 0.298, 0.534, 0.412, -0.334, -0.837, 0.443, -0.059, 0.330, 0.436, 0.411, 0.353, 0.567, 0.366, 0.599, 0.483, 0.161, 0.561]}